(1)
Density functional theory data (wB97M-V/def2-TZVPD) for a gas-phase ion, C12H23N2O (charge +1) at a distorted geometry.

```
38
Properties=species:S:1:pos:R:3:mulliken_charge:R:1
C -4.362 -0.336 -0.706 -0.435
C -3.644 0.317 0.281 -0.665
C -3.432 -0.753 -1.672 -0.342
C -2.346 0.358 -0.217 0.664
C 0.408 1.477 -2.061 -1.604
C 1.534 2.208 0.102 -1.662
C 2.476 0.287 -1.116 -1.759
C -0.474 -1.848 1.522 -1.302
C 1.892 -2.014 0.737 -1.850
C -0.993 0.694 0.403 -1.615
C 1.166 0.967 -0.832 1.435
C 0.819 -1.105 1.256 1.136
N 1.339 -0.357 2.299 -0.333
N 0.258 -0.042 -0.062 0.288
O -2.229 -0.378 -1.343 -0.250
H -5.450 -0.612 -0.730 0.380
H -3.984 0.933 1.110 0.432
H -3.434 -1.079 -2.729 0.381
H 0.708 1.025 -2.926 0.487
H -0.621 1.366 -1.947 0.280
H 0.723 2.491 -2.109 0.455
H 2.004 1.939 1.071 0.278
H 0.665 2.829 0.332 0.498
H 2.425 2.592 -0.291 0.580
H 3.197 0.382 -0.212 0.348
H 2.667 -0.778 -1.588 0.262
H 2.984 0.974 -1.809 0.502
H -1.400 -1.323 1.341 0.153
H -0.520 -2.816 1.036 0.397
H -0.351 -2.174 2.576 0.509
H 2.014 -2.657 1.611 0.436
H 1.768 -2.716 -0.152 0.295
H 2.815 -1.487 0.602 0.508
H -0.759 1.744 0.244 0.422
H -0.973 0.644 1.434 0.769
H 2.324 -0.210 2.320 0.222
H 0.823 0.245 2.872 0.209
H -0.037 -0.788 -0.647 0.491
```

## Properties
HOMO: -11.74 eV
net charge: +1
2S+1: 1
LUMO: -2.28 eV
relative energy (zero: lowest compared OMol25 entry of this formula, charge and spin): 69.2 kJ/mol
SMILES string: CC(C)(C)[N@H+](Cc1ccco1)C(C)(C)N



(2)
Density functional theory data (wB97M-V/def2-TZVPD) for a single C4H8NO2P molecule at a distorted geometry.

```
16
Properties=species:S:1:pos:R:3:mulliken_charge:R:1
C -0.849 0.751 -2.301 0.309
C -1.111 0.132 -1.303 -0.711
C 2.238 -0.339 -0.238 -0.928
C 1.129 0.019 0.689 -0.327
N -2.163 0.496 1.250 -0.414
O -2.194 -1.903 0.173 -0.665
O 0.089 -0.980 0.659 -0.358
P -1.455 -0.653 0.249 0.785
H -0.351 0.966 -3.162 0.438
H 2.604 -1.336 -0.233 0.351
H 1.766 -0.231 -1.228 0.186
H 3.101 0.489 -0.126 0.268
H 0.714 1.018 0.316 0.381
H 1.261 -0.061 1.860 0.250
H -3.010 0.339 1.716 0.216
H -1.768 1.292 1.679 0.220
```

## Properties
HOMO: -10.46 eV
net charge: 0
2S+1: 1
LUMO: 0.80 eV
relative energy (zero: lowest compared OMol25 entry of this formula, charge and spin): 138.4 kJ/mol
SMILES string: C#C[P@@](N)(=O)OCC



(3)
Density functional theory data (wB97M-V/def2-TZVPD) for a single C5H7N3 molecule at a distorted geometry.

```
15
Properties=species:S:1:pos:R:3:mulliken_charge:R:1
C 2.137 0.032 -0.314 -0.647
C -0.154 0.226 0.629 -0.030
C -0.615 1.404 0.020 -0.259
C -1.697 -1.365 0.062 -0.418
C -0.376 -0.981 -0.251 0.050
H 2.992 -0.587 -1.032 0.255
H 2.773 0.121 0.737 0.289
H 1.911 1.028 -0.858 0.246
H -0.528 0.301 1.766 0.324
H -0.582 2.497 0.427 0.294
H -2.048 -2.318 0.147 0.490
H -0.441 -0.484 -1.277 0.405
N 0.982 -0.658 0.348 -0.347
N -1.904 1.060 -0.300 -0.352
N -2.449 -0.275 -0.105 -0.300
```

## Properties
HOMO: -9.04 eV
net charge: 0
2S+1: 1
LUMO: -0.35 eV
relative energy (zero: lowest compared OMol25 entry of this formula, charge and spin): 880.7 kJ/mol
SMILES string: CN1[C@H]2C=NN=C[C@@H]21



(4)
Density functional theory data (wB97M-V/def2-TZVPD) for a molecular structure, C3H2IN2 at a distorted geometry.

```
8
Properties=species:S:1:pos:R:3:mulliken_charge:R:1
C -0.651 -1.913 1.135 0.483
C -0.800 -0.040 0.351 0.032
C 0.647 -0.370 0.586 -0.261
N -1.571 -1.043 0.721 -0.320
N 0.550 -1.943 1.181 -0.207
I 1.749 0.874 1.964 0.409
H -1.054 0.841 -0.105 0.446
H 1.345 -0.337 -0.264 0.419
```

## Properties
HOMO: -15.07 eV
net charge: +1
2S+1: 1
LUMO: -8.09 eV
relative energy (zero: lowest compared OMol25 entry of this formula, charge and spin): 132.6 kJ/mol



(5)
Density functional theory data (wB97M-V/def2-TZVPD) for 2 unconnected molecules or ions with the total composition C4H13N2O at a distorted geometry.

```
20
Properties=species:S:1:pos:R:3:mulliken_spin:R:1
C 2.356 -1.218 -1.154 -0.086
C 1.740 -0.474 -0.035 1.519
O 0.535 -0.581 0.216 -0.411
N 2.540 -0.176 1.048 -0.050
H 3.068 -1.994 -0.736 0.008
H 2.827 -0.706 -2.044 -0.035
H 2.035 -0.174 2.014 -0.047
H 3.493 0.037 1.107 -0.050
H 1.779 -1.900 -1.829 -0.019
C -2.126 1.263 0.312 0.061
C -2.753 -0.214 0.592 0.040
N -0.805 1.246 -0.323 0.335
H -2.921 1.408 -0.558 -0.033
H -2.085 1.557 1.360 -0.014
H -3.670 -0.218 -0.115 -0.021
H -2.862 -0.498 1.495 -0.026
H -0.729 0.801 -1.279 -0.092
H -0.165 0.713 0.271 0.176
H -0.221 2.132 -0.500 -0.267
H -2.036 -1.001 0.158 0.011
```

## Properties
HOMO (alpha / beta): -3.22 / -9.07 eV
net charge: 0
2S+1: 2
LUMO (alpha / beta): 0.72 / 0.56 eV
relative energy (zero: lowest compared OMol25 entry of this formula, charge and spin): 373.5 kJ/mol



(6)
Density functional theory data (wB97M-V/def2-TZVPD) for 11 unconnected molecules or ions with the total composition H20NO13 at a distorted geometry.

```
34
Properties=species:S:1:pos:R:3:mulliken_charge:R:1
N 0.181 0.145 -0.478 0.708
O -1.097 -0.056 -0.567 -0.811
O 0.822 -0.741 0.091 -0.350
O 0.592 1.342 -0.450 -0.696
O -1.917 -0.353 2.136 -0.603
H -1.591 -0.145 1.286 0.329
H -1.477 0.153 2.796 0.280
O -3.218 -2.732 -0.097 -0.665
H -2.357 -2.397 0.156 0.333
H -3.579 -2.937 0.814 0.307
O 2.564 -2.616 -0.769 -0.668
H 2.086 -1.869 -0.417 0.428
H 3.299 -2.843 -0.212 0.305
O -3.241 1.161 -1.662 -0.677
H -2.783 1.975 -1.908 0.266
H -2.471 0.620 -1.426 0.512
O -0.556 -3.241 1.257 -0.557
H -0.821 -4.128 1.391 0.253
H -0.016 -3.251 0.492 0.319
O 2.459 -1.322 2.214 -0.658
H 2.051 -0.780 1.549 0.321
H 1.679 -1.705 2.620 0.307
O 3.459 0.113 -0.424 -0.560
H 3.090 0.366 -1.265 0.279
H 3.511 0.886 0.130 0.291
O 0.781 2.531 1.902 -0.655
H 0.650 1.908 1.157 0.305
H -0.102 2.555 2.238 0.293
O -0.082 4.061 -1.467 -0.715
H -0.006 3.156 -1.105 0.443
H -0.992 4.132 -1.305 0.338
O -0.622 1.825 -3.044 -0.610
H 0.257 1.486 -2.880 0.259
H -0.543 2.687 -2.768 0.349
```

## Properties
HOMO: -7.21 eV
net charge: -1
2S+1: 1
LUMO: 2.71 eV
relative energy (zero: lowest compared OMol25 entry of this formula, charge and spin): 241.2 kJ/mol